Record 1
{"formula": "C17H24N2O3S2Ti", "method": "wB97M-V/def2-TZVPD", "e_homo_ev": [-17.78, -17.78], "gap_ev": [7.59, 7.98], "total_charge": 3, "spin_multiplicity": 2, "species": ["Ti", "C", "O", "C", "C", "O", "C", "H", "H", "H", "H", "H", "H", "H", "H", "H", "H", "O", "S", "C", "C", "C", "C", "C", "C", "C", "C", "C", "C", "C", "C", "H", "H", "H", "H", "H", "H", "H", "H", "H", "H", "N", "C", "N", "S", "H", "H", "H", "H"], "xyz": [[-0.248, 0.023, -1.326], [-0.401, -2.628, -2.978], [-1.134, -1.559, -2.266], [-2.342, -1.094, -2.967], [-2.071, 0.303, -3.439], [-1.723, 1.094, -2.223], [-2.662, 2.182, -1.897], [-1.053, -3.495, -3.019], [0.484, -2.831, -2.383], [-0.140, -2.268, -3.971], [-3.159, -1.124, -2.247], [-2.566, -1.776, -3.786], [-2.947, 0.763, -3.894], [-1.224, 0.372, -4.120], [-2.731, 2.831, -2.765], [-2.230, 2.713, -1.054], [-3.621, 1.743, -1.635], [0.608, -1.030, -0.080], [1.345, -1.184, 1.336], [1.198, 0.482, 1.927], [0.574, 1.497, 1.214], [0.457, 2.768, 1.756], [0.984, 3.021, 3.017], [1.627, 2.012, 3.720], [1.739, 0.738, 3.181], [0.341, -2.122, 2.367], [-0.934, -1.710, 2.779], [-1.640, -2.532, 3.628], [-1.070, -3.733, 4.071], [0.197, -4.121, 3.670], [0.922, -3.317, 2.800], [0.140, 1.363, 0.216], [-0.035, 3.557, 1.204], [0.893, 4.007, 3.453], [2.043, 2.210, 4.699], [2.232, -0.047, 3.744], [-1.346, -0.758, 2.469], [-2.625, -2.244, 3.967], [-1.630, -4.364, 4.748], [0.625, -5.046, 4.029], [1.911, -3.612, 2.473], [2.523, 2.899, -3.580], [2.397, 2.059, -2.576], [2.973, 2.304, -1.412], [1.510, 0.572, -2.865], [3.146, 3.696, -3.535], [2.089, 2.700, -4.469], [3.567, 3.109, -1.267], [3.005, 1.578, -0.715]], "forces_ev_per_angstrom": [[0.77, -0.41, -0.37], [-0.16, 0.24, 0.22], [-0.03, 0.28, -0.49], [0.06, -0.29, 0.09], [-0.30, 0.44, 0.22], [-0.20, -0.31, -0.10], [0.25, -0.22, -0.05], [0.04, -0.05, -0.02], [0.02, -0.06, -0.02], [0.04, -0.06, -0.03], [-0.01, -0.04, 0.00], [0.03, 0.04, -0.04], [-0.01, -0.05, -0.04], [0.02, 0.01, 0.00], [-0.05, 0.05, 0.02], [-0.06, 0.04, 0.02], [-0.05, 0.06, -0.01], [-0.28, 0.11, 0.58], [0.26, 0.17, -0.56], [-0.13, 0.05, 0.17], [-0.05, 0.12, -0.03], [0.10, 0.02, 0.07], [-0.01, 0.00, -0.03], [0.03, -0.05, 0.03], [-0.01, 0.04, 0.01], [-0.18, -0.07, 0.12], [0.08, -0.02, 0.04], [0.03, -0.07, 0.02], [-0.09, 0.06, 0.01], [0.09, -0.01, -0.06], [-0.15, -0.07, 0.04], [0.07, 0.13, 0.26], [-0.01, 0.00, 0.00], [-0.01, 0.00, -0.02], [0.00, 0.01, -0.01], [-0.01, -0.01, -0.01], [0.02, 0.01, -0.03], [0.00, -0.01, 0.01], [0.00, 0.00, 0.00], [0.00, 0.00, 0.00], [0.01, 0.04, -0.01], [0.03, -0.06, 0.05], [-0.07, 0.07, -0.03], [-0.04, -0.10, 0.02], [-0.05, -0.10, 0.01], [-0.01, 0.02, -0.04], [0.01, 0.01, 0.00], [0.00, 0.01, -0.01], [0.03, 0.03, 0.01]]}

Record 2
{"formula": "C14H27Cl8NO12S3", "method": "wB97M-V/def2-TZVPD", "e_homo_ev": -10.65, "gap_ev": 10.71, "de_lowest_kcal_mol": 0.00, "species": ["C", "C", "O", "S", "O", "O", "O", "H", "H", "H", "H", "C", "C", "O", "S", "O", "O", "O", "H", "H", "H", "H", "C", "C", "O", "S", "O", "O", "O", "H", "H", "H", "H", "C", "Cl", "Cl", "H", "H", "C", "Cl", "Cl", "H", "H", "C", "Cl", "Cl", "H", "H", "C", "Cl", "Cl", "H", "H", "C", "C", "C", "C", "N", "H", "H", "H", "H", "H", "H", "H"], "xyz": [[1.467, -1.128, -1.138], [1.535, 0.108, -1.941], [0.129, 0.362, -2.179], [-0.696, -0.101, -0.853], [-1.845, -0.824, -1.236], [-0.934, 1.034, -0.017], [0.471, -0.942, -0.099], [2.478, -1.371, -0.726], [1.172, -1.928, -1.743], [1.973, 0.018, -2.976], [1.944, 1.014, -1.423], [-3.232, 3.329, 1.390], [-4.758, 3.602, 1.817], [-4.870, 3.132, 3.237], [-3.745, 1.926, 3.432], [-4.457, 0.691, 3.512], [-2.868, 2.223, 4.520], [-2.936, 2.091, 2.048], [-2.553, 4.097, 1.835], [-3.129, 3.232, 0.390], [-5.561, 3.079, 1.317], [-4.939, 4.680, 1.952], [-4.979, -0.800, -1.448], [-4.453, -0.285, -0.038], [-5.559, 0.513, 0.527], [-6.256, 1.209, -0.676], [-5.342, 2.194, -1.206], [-7.552, 1.604, -0.240], [-6.255, -0.067, -1.649], [-5.331, -1.829, -1.427], [-4.186, -0.625, -2.245], [-3.608, 0.323, -0.153], [-4.271, -1.066, 0.674], [-0.572, -0.889, 2.543], [-2.228, -1.373, 2.270], [-0.109, -1.463, 4.159], [0.070, -1.299, 1.804], [-0.577, 0.191, 2.563], [2.180, 4.271, -0.264], [0.955, 3.495, 0.684], [1.405, 5.423, -1.345], [2.942, 4.771, 0.382], [2.702, 3.567, -0.836], [-1.629, -4.406, -1.173], [-3.097, -4.176, -2.017], [-0.294, -4.903, -2.180], [-1.335, -3.481, -0.731], [-1.711, -5.097, -0.340], [2.900, 0.534, 1.863], [2.939, -1.180, 2.102], [4.074, 1.049, 0.593], [1.925, 0.846, 1.578], [3.131, 1.062, 2.801], [7.842, -1.549, -1.753], [7.061, -2.433, -0.784], [5.749, -2.971, -1.372], [4.875, -1.949, -2.022], [4.136, -1.174, -2.436], [7.253, -0.919, -2.442], [8.393, -2.185, -2.478], [8.623, -0.994, -1.236], [6.780, -1.772, 0.069], [7.649, -3.249, -0.423], [5.139, -3.466, -0.641], [5.977, -3.775, -2.174]], "forces_ev_per_angstrom": [[2.92, -0.54, 1.22], [0.00, 1.82, -1.44], [-1.27, -0.69, 1.30], [0.30, 2.75, 0.51], [0.06, -1.37, -0.62], [0.23, -0.21, -0.08], [-0.25, 0.45, -2.06], [-1.24, 0.24, 0.21], [-0.53, -1.36, -0.97], [-0.23, -0.16, 1.48], [-0.09, -0.95, -0.27], [-2.06, 1.00, 4.44], [1.08, 0.78, 1.78], [2.42, -1.09, -1.24], [-1.26, 0.28, 1.04], [0.43, 0.38, -0.77], [-0.12, 0.44, -0.56], [-0.58, -0.57, 0.33], [-0.64, -0.36, -0.54], [0.43, -0.50, -3.16], [0.32, 0.07, -0.66], [-0.07, -0.46, -0.65], [0.10, 0.68, 0.48], [-1.92, -0.59, -0.51], [0.94, -0.93, -0.01], [0.40, 0.83, -0.35], [-0.66, -0.53, 0.05], [0.32, -0.44, -0.72], [0.58, 0.55, 0.10], [0.43, -0.03, 0.00], [-1.41, -0.02, 0.86], [1.05, 0.89, -0.04], [0.01, -0.31, 0.10], [-0.51, 0.27, 1.35], [-0.46, -0.31, -0.47], [0.41, 0.05, 0.03], [0.34, -0.31, -0.10], [0.22, 0.18, -0.10], [0.63, 1.53, 0.91], [-0.30, -0.60, 0.67], [0.22, 0.35, -0.25], [-0.96, -0.17, -0.42], [0.48, -1.12, -0.90], [0.79, 0.00, 1.28], [-1.07, -0.02, -0.55], [0.53, -0.32, -0.53], [0.05, 0.82, 0.14], [-0.33, -0.35, -0.29], [0.82, 0.96, 0.47], [0.09, -0.62, 0.16], [-0.40, -0.05, 0.40], [-0.73, 0.10, -0.58], [0.25, -0.38, -0.44], [0.86, -1.04, -1.33], [-1.33, 2.09, 0.14], [0.43, -0.90, -2.23], [0.45, -0.44, 0.63], [0.37, -0.15, -0.14], [-0.07, 0.09, 0.87], [-0.16, 0.10, 0.39], [-0.25, 0.28, -0.02], [0.20, -0.67, -0.27], [0.36, -0.48, 0.26], [-0.27, -0.24, 0.53], [-0.37, 1.30, 1.12]]}

| no. | DFT total energy (eV) |
| --- | --- |
| 1 | -71901.29254 |
| 2 | -173697.23060 |